1.
Density functional theory data (the ωB97M-V functional and the def2-TZVPD basis) for a molecular structure, C19H24CuNSbSe4SiTe.

Summary:
multiplicity = 2
charge = -2
relative energy (zero: lowest compared OMol25 entry of this formula, charge and spin) = 65.7 kJ/mol
<S²> = 0.7618
gap between HOMO and LUMO (spin up / spin down) = 0.15878 / 0.14145 hartree

Each line ends with the natural charge from an NBO analysis.
Element x y z (Å)
Cu (1.98677, -1.59418, 0.60764)  0.7638
C (1.24368, -0.51251, -0.86619)  -1.2608
Si (1.57646, 1.21524, -0.33757)  1.4000
C (-2.42762, 0.68980, -1.06746)  -0.0414
N (-3.13219, -0.32509, -1.57717)  -0.3845
C (-4.31511, -0.00419, -2.38838)  -0.2149
C (-4.85070, -1.26760, -3.06866)  -0.4207
C (-5.17649, -2.39438, -2.03371)  -0.4110
C (-4.16486, -2.36795, -0.85575)  -0.4216
C (-2.87369, -1.71690, -1.33911)  -0.2420
C (1.29274, 1.59121, 1.43202)  -0.5079
C (-0.01170, 1.38905, 1.91389)  -0.1692
C (-0.28829, 1.41492, 3.26372)  -0.2043
C (0.68318, 1.76743, 4.12912)  -0.1861
C (1.98712, 2.11876, 3.68401)  -0.2264
C (2.31923, 1.96393, 2.34655)  -0.2180
C (3.38392, 1.62228, -0.68332)  -0.4670
C (3.90934, 2.82612, -0.27815)  -0.2011
C (5.30283, 3.01896, -0.32186)  -0.2205
C (6.11483, 2.01581, -0.87081)  -0.2219
C (5.55462, 0.82045, -1.32140)  -0.2237
C (4.20695, 0.58639, -1.21791)  -0.1714
H (1.65848, -0.65075, -1.91995)  0.2274
H (0.19550, -0.87237, -0.87371)  0.2410
H (-2.89548, 1.66190, -1.05097)  0.2042
H (-1.65640, 0.46682, -0.30642)  0.2555
H (-4.05388, 0.75961, -3.18967)  0.2120
H (-5.07955, 0.47189, -1.65584)  0.1874
H (-4.01095, -1.55885, -3.75854)  0.2097
H (-5.73639, -1.00911, -3.66633)  0.2127
H (-5.13119, -3.42029, -2.42435)  0.2126
H (-6.21905, -2.32084, -1.68308)  0.2000
H (-3.82161, -3.37948, -0.61940)  0.2433
H (-4.49888, -1.87623, 0.06916)  0.2260
H (-2.48843, -2.14240, -2.28564)  0.1843
H (-2.01881, -1.79644, -0.67916)  0.2892
H (-0.82913, 1.08325, 1.26908)  0.2078
H (-1.27867, 1.03502, 3.56124)  0.2352
H (0.53416, 1.75203, 5.22831)  0.2104
H (2.78090, 2.38073, 4.39364)  0.2009
H (3.34629, 2.14677, 1.97100)  0.2138
H (3.26568, 3.55218, 0.17100)  0.2160
H (5.73348, 3.99382, -0.07007)  0.1995
H (7.16748, 2.14390, -0.95209)  0.1975
H (6.18181, -0.05525, -1.54843)  0.2062
H (3.76898, -0.33620, -1.50030)  0.2262
Se (1.17001, -2.60018, 5.16776)  -0.8685
Sb (0.53900, -3.30208, 2.83997)  1.0207
Se (-0.29432, -5.70321, 2.72458)  -0.8867
Se (-1.30568, -1.78067, 2.00200)  -0.9556
Se (2.77925, -3.43933, 1.65538)  -0.7815
Te (-0.12361, 1.93818, -2.01868)  -0.4966


2.
Density functional theory data (the ωB97M-V functional and the def2-TZVPD basis) for 5 unconnected molecules or ions with the total composition C19H24F4N2O16P.

Summary:
charge = +1
gap between HOMO and LUMO = 0.28538 hartree

Each line ends with the natural charge from an NBO analysis.
Element x y z (Å)
C (3.29009, -1.63620, -0.80032)  -0.6432
C (2.77255, -0.50084, -1.82720)  -0.0969
O (2.45622, 0.70483, -1.08999)  -0.5230
C (1.79699, 1.67798, -1.94295)  -0.1113
C (0.24726, 1.54353, -1.65207)  0.0564
C (-0.58362, 2.61189, -0.94428)  -0.1309
C (-2.04571, 2.27980, -0.76703)  0.0179
N (-2.76939, 1.14652, -1.10214)  -0.1698
N (-1.96178, 0.28921, -1.70856)  -0.4021
P (-2.79642, -1.23564, -2.19068)  2.3642
O (-1.76152, -2.37030, -2.05973)  -1.0738
O (-3.24327, -1.16389, -3.80652)  -0.9291
O (-4.05742, -1.56788, -1.13204)  -0.8974
C (-0.62439, 0.36403, -2.02519)  0.0708
H (2.89969, -2.64568, -1.17983)  0.2182
H (2.87254, -1.50594, 0.24536)  0.2374
H (4.42193, -1.69984, -0.84418)  0.2295
H (3.57458, -0.27257, -2.61853)  0.2326
H (1.89852, -0.96414, -2.39019)  0.1403
H (2.05249, 1.51736, -3.04973)  0.2190
H (2.14133, 2.69513, -1.58285)  0.2304
H (-0.16914, 3.59030, -0.56859)  0.2779
H (-2.67552, 3.09864, -0.26459)  0.2876
H (-2.54418, -1.68700, -4.27195)  0.5387
H (-3.69046, -1.40812, -0.22505)  0.5261
H (-0.13676, -0.49406, -2.58913)  0.2914
C (-4.21779, 1.36813, 3.42746)  -0.1309
C (-2.72941, 1.49130, 3.49884)  0.4402
O (-2.41114, 2.21162, 2.32021)  -0.5026
C (-3.50276, 2.98135, 2.05848)  0.9749
O (-3.50527, 3.91106, 1.30119)  -0.5862
O (-4.58962, 2.57014, 2.76071)  -0.4604
F (-2.14033, 0.27693, 3.43643)  -0.3133
H (-4.54122, 0.50937, 2.83300)  0.1988
H (-4.67874, 1.30559, 4.41326)  0.2286
H (-2.36376, 2.03703, 4.37292)  0.1757
C (1.41564, 1.18303, 6.00294)  -0.1313
C (1.84528, -0.11085, 5.38434)  0.4389
O (0.83438, -1.01186, 5.79064)  -0.4773
C (-0.29007, -0.25978, 5.93538)  0.9684
O (-1.39240, -0.70966, 6.00499)  -0.5671
O (-0.00285, 1.07200, 5.98214)  -0.4922
F (3.02706, -0.52709, 5.89688)  -0.3201
H (1.75675, 1.28947, 7.03610)  0.2101
H (1.75034, 2.04979, 5.43207)  0.2068
H (1.90232, -0.09147, 4.29219)  0.1659
C (-1.69222, -4.19315, 1.28871)  -0.1373
C (-0.69896, -4.88021, 2.17162)  0.4411
O (0.37644, -3.96133, 2.21702)  -0.4745
C (-0.18451, -2.73265, 2.05274)  0.9718
O (0.36837, -1.70262, 2.29927)  -0.5787
O (-1.45932, -2.81982, 1.57721)  -0.4964
F (-0.26156, -6.03060, 1.60974)  -0.3166
H (-1.50955, -4.37636, 0.22619)  0.2173
H (-2.72029, -4.47343, 1.52106)  0.2100
H (-1.05758, -5.07738, 3.18571)  0.1646
C (2.44309, 1.46982, -7.07306)  -0.1321
C (3.41242, 2.51000, -6.60616)  0.4397
O (3.77109, 2.05663, -5.31418)  -0.4879
C (3.64874, 0.70094, -5.35586)  0.9640
O (4.11798, -0.04026, -4.54437)  -0.5687
O (2.93233, 0.29344, -6.43880)  -0.4721
F (2.81244, 3.71799, -6.48930)  -0.3198
H (1.42113, 1.66564, -6.73675)  0.1971
H (2.44008, 1.35929, -8.15769)  0.2220
H (4.30890, 2.60077, -7.22538)  0.1688


3.
Density functional theory data (the ωB97M-V functional and the def2-TZVPD basis) for C19H24N2O2 in the gas phase.

Summary:
SMILES = CCCOc1ccc(NCC(=O)Nc2ccc(C)cc2C)cc1
relative energy (zero: lowest compared OMol25 entry of this formula, charge and spin) = 39.5 kJ/mol
gap between HOMO and LUMO = 0.28798 hartree

Each line ends with the natural charge from an NBO analysis.
Element x y z (Å)
C (4.72242, 5.29462, -1.56171)  -0.6078
C (3.59988, 5.26880, -2.59144)  -0.4278
C (3.92131, 4.30778, -3.74036)  -0.0614
O (4.06546, 2.97142, -3.31729)  -0.5214
C (2.95527, 2.25908, -2.94356)  0.3357
C (3.20603, 1.02463, -2.34845)  -0.2574
C (2.17381, 0.20536, -1.94307)  -0.2553
C (0.84476, 0.60116, -2.10844)  0.1418
C (0.60089, 1.83161, -2.71644)  -0.2289
C (1.63430, 2.64911, -3.13283)  -0.3021
H (1.38949, 3.58969, -3.60145)  0.2164
H (-0.42084, 2.15169, -2.86303)  0.2081
N (-0.21170, -0.21348, -1.75139)  -0.6000
H (-1.12049, 0.23972, -1.74994)  0.4076
C (-0.10694, -1.17603, -0.68978)  -0.3105
H (0.67872, -0.90050, 0.02972)  0.2063
C (-1.44130, -1.24419, 0.06207)  0.6834
O (-2.36012, -0.50370, -0.21197)  -0.6115
N (-1.43889, -2.19175, 1.03014)  -0.6181
C (-2.45002, -2.53438, 1.94364)  0.2027
C (-3.69105, -1.91034, 1.93329)  -0.2400
C (-4.66096, -2.26925, 2.85035)  -0.2058
C (-4.41867, -3.25496, 3.79478)  -0.0258
C (-3.17437, -3.87344, 3.79330)  -0.1974
C (-2.18265, -3.53571, 2.88790)  -0.0518
C (-0.85485, -4.23912, 2.93304)  -0.6455
H (-0.85124, -4.97454, 3.73318)  0.2299
H (-0.04210, -3.53626, 3.12226)  0.2138
H (-0.65385, -4.76315, 1.99740)  0.2135
H (-2.97278, -4.64462, 4.52392)  0.2024
C (-5.45397, -3.63916, 4.80746)  -0.6243
H (-6.43556, -3.27473, 4.51588)  0.2156
H (-5.49895, -4.72042, 4.92249)  0.2156
H (-5.20505, -3.21024, 5.77855)  0.2185
H (-5.61919, -1.77183, 2.82593)  0.2104
H (-3.89102, -1.14352, 1.20471)  0.2512
H (-0.58855, -2.72642, 1.13207)  0.4011
H (0.12891, -2.17234, -1.09179)  0.2010
H (2.40547, -0.75291, -1.50356)  0.2065
H (4.23258, 0.71921, -2.21758)  0.2197
H (4.89522, 4.56195, -4.16954)  0.1893
H (3.16589, 4.38833, -4.53314)  0.1693
H (2.67346, 4.95408, -2.10725)  0.2074
H (3.44632, 6.26606, -3.00835)  0.2040
H (5.64150, 5.66851, -2.00773)  0.1990
H (4.90569, 4.28979, -1.18878)  0.2141
H (4.45776, 5.93439, -0.72323)  0.2085


4.
Density functional theory data (the ωB97M-V functional and the def2-TZVPD basis) for C19H24N2O6 in the gas phase.

Summary:
SMILES = O=C(COC(=O)[C@@]12C[C@@H]3C[C@@H](C[C@@](O)(C3)C1)C2)NC(=O)NCc1ccco1
relative energy (zero: lowest compared OMol25 entry of this formula, charge and spin) = 26.6 kJ/mol
gap between HOMO and LUMO = 0.33951 hartree

Each line ends with the natural charge from an NBO analysis.
Element x y z (Å)
O (-1.04877, -3.54146, 1.33751)  -0.5819
C (-1.61822, -3.08132, 0.37876)  0.6895
N (-2.92823, -2.67522, 0.48587)  -0.6606
C (-3.67048, -1.86916, -0.39245)  0.8103
O (-3.55521, -1.90788, -1.59345)  -0.6327
N (-4.58651, -1.10617, 0.25601)  -0.6078
H (-4.48264, -0.96982, 1.25041)  0.3954
C (-5.28007, -0.04992, -0.45174)  -0.2695
C (-4.64118, 1.28170, -0.20625)  0.2588
C (-3.34413, 1.62499, 0.03761)  -0.3314
C (-3.33830, 3.03358, 0.20011)  -0.2985
C (-4.62671, 3.43552, 0.04442)  0.0789
O (-5.42706, 2.38076, -0.19724)  -0.4027
H (-5.08935, 4.40153, 0.07961)  0.2023
H (-2.48894, 3.65227, 0.40424)  0.2257
H (-2.50218, 0.96545, 0.09616)  0.2591
H (-6.32671, -0.01633, -0.13457)  0.2159
H (-5.23982, -0.30916, -1.51512)  0.2525
H (-3.26159, -2.72749, 1.44229)  0.4052
C (-0.93356, -2.93265, -0.97582)  -0.1901
H (-0.62172, -3.91650, -1.33088)  0.2230
H (-1.58978, -2.44924, -1.70262)  0.2458
O (0.27019, -2.18172, -0.82198)  -0.4879
C (0.14785, -1.04125, -0.14498)  0.8407
O (-0.90454, -0.66786, 0.31819)  -0.6324
C (1.46572, -0.31248, 0.01291)  -0.1349
C (2.23842, -0.27507, -1.30813)  -0.4204
H (2.41035, -1.29215, -1.66815)  0.2168
C (3.58134, 0.43813, -1.09487)  0.2557
C (4.39341, -0.33161, -0.04613)  -0.4298
C (3.62206, -0.37234, 1.27211)  -0.2063
C (3.37355, 1.05210, 1.76616)  -0.4021
C (2.55822, 1.81471, 0.72248)  -0.2227
C (1.21824, 1.11412, 0.50830)  -0.3914
H (0.65069, 1.08156, 1.43980)  0.2228
H (0.62005, 1.65756, -0.22597)  0.2125
C (3.32787, 1.86111, -0.59541)  -0.4095
H (4.28681, 2.36474, -0.46629)  0.2148
H (2.76536, 2.40660, -1.35428)  0.2139
H (2.37978, 2.83673, 1.07225)  0.2159
H (2.83299, 1.02618, 2.71441)  0.2081
H (4.32628, 1.55771, 1.93547)  0.2082
C (2.28620, -1.08320, 1.06049)  -0.4001
H (1.73024, -1.12901, 1.99920)  0.2193
H (2.44908, -2.10633, 0.71661)  0.2205
H (4.20586, -0.92325, 2.01739)  0.2160
H (4.58360, -1.34856, -0.40125)  0.2013
H (5.35762, 0.16196, 0.09197)  0.2167
O (4.29194, 0.54663, -2.31523)  -0.7164
H (4.46777, -0.33955, -2.65077)  0.4644
H (1.66424, 0.26109, -2.06716)  0.2190


| no. | M (u) | calculated total energy (eV) |
| --- | --- | --- |
| 1 | 923.2 | -349316.593 |
| 2 | 643.4 | -75983.151 |
| 3 | 312.4 | -27168.374 |
| 4 | 376.4 | -35359.663 |